(1)
{
  "formula": "C9H14ClF6N8O7PS2",
  "method": "ωB97M-V/def2-TZVPD",
  "symbols": ["C", "C", "O", "N", "C", "C", "O", "N", "C", "N", "Cl", "P", "N", "O", "N", "C", "N", "C", "N", "H", "H", "H", "H", "H", "H", "H", "H", "H", "H", "H", "H", "H", "H", "C", "F", "F", "F", "S", "O", "O", "N", "S", "O", "O", "C", "F", "F", "F"],
  "positions_angstrom": [[2.55572, -0.50415, 4.39012], [1.33380, -0.27704, 3.55446], [0.32735, 0.19756, 4.00063], [1.44334, -0.73882, 2.18643], [2.35540, 0.02547, 1.33178], [2.86922, -0.63312, 0.09158], [2.67796, 1.12792, 1.69973], [0.25154, -1.06138, 1.61498], [-0.34450, -2.25564, 1.41016], [0.16831, -3.47423, 1.73743], [-0.84193, -4.82452, 1.37525], [1.71622, -3.78727, 2.53278], [1.27547, -4.01279, 4.19405], [2.16285, -5.25346, 2.01596], [-1.52244, -2.12552, 0.85150], [-1.68350, -0.81048, 0.71549], [-0.66031, -0.14497, 1.15590], [-0.62605, 1.32071, 1.09398], [-1.17073, 2.01449, 2.26476], [3.13695, 0.40618, 4.45966], [2.26088, -0.80503, 5.38438], [3.17126, -1.29950, 3.98441], [2.17351, -0.49118, -0.72896], [2.95653, -1.70154, 0.26788], [3.84273, -0.21994, -0.11788], [0.48132, -3.39229, 4.33705], [0.89227, -4.95557, 4.30229], [2.17911, -5.86333, 2.76678], [-2.56362, -0.37004, 0.29954], [-1.23009, 1.56793, 0.22836], [0.35751, 1.70799, 0.86771], [-1.85678, 2.67542, 1.92555], [-1.68072, 1.36742, 2.85307], [-3.03436, 0.30721, -3.93498], [-3.04340, -0.80696, -3.19055], [-3.18195, -0.04920, -5.20774], [-4.10276, 1.03268, -3.59016], [-1.47385, 1.23709, -3.67062], [-0.43811, 0.33914, -4.09242], [-1.48346, 1.55280, -2.26292], [-1.79468, 2.43574, -4.63403], [-0.69861, 3.58657, -4.73933], [0.51883, 3.21795, -5.39756], [-0.56435, 4.40851, -3.57075], [-1.60152, 4.62805, -5.95221], [-2.78389, 5.02329, -5.46908], [-1.83260, 3.96331, -7.08706], [-0.89386, 5.71455, -6.24742]],
  "forces_ev_per_a": [[0.27, -0.29, -0.40], [0.10, 0.60, 1.12], [-0.19, -0.68, -0.62], [-0.35, 0.42, -0.02], [0.71, 1.01, 0.11], [-0.51, -0.56, 0.59], [-0.14, -1.04, 0.07], [0.16, 0.17, -0.23], [0.46, -1.35, 0.10], [0.14, -0.84, -0.03], [-0.04, 0.25, 0.17], [1.22, 1.63, 0.20], [-0.32, -0.89, -1.33], [-0.62, 0.17, 0.70], [-0.70, 0.32, -0.19], [-0.37, -1.47, -0.18], [-0.32, 1.81, -0.16], [-0.12, 1.17, 0.12], [-0.03, -0.54, -0.06], [0.10, 0.24, -0.03], [-0.26, 0.10, 0.26], [0.18, -0.01, -0.19], [-0.01, 0.19, -0.30], [0.03, -0.18, -0.04], [0.10, 0.26, -0.28], [0.08, 0.14, 0.43], [-0.07, 0.07, 0.39], [-0.01, -0.43, -0.29], [-0.17, 0.40, -0.26], [0.04, -0.26, -0.46], [0.44, -0.40, 0.08], [-0.02, 0.16, 0.01], [0.16, 0.00, 0.23], [-0.49, 0.18, -0.37], [0.18, -0.06, 0.19], [0.12, -0.07, -0.04], [0.04, 0.02, 0.15], [-0.15, -0.22, -0.27], [0.12, -0.10, -0.08], [-0.11, 0.07, 0.62], [0.59, -0.14, 0.50], [0.26, 0.57, -0.18], [-0.03, -0.30, -0.16], [-0.27, -0.07, 0.21], [-0.56, -0.05, -0.29], [0.03, 0.01, 0.12], [0.10, -0.07, -0.01], [0.23, 0.05, 0.11]],
  "energy_ha": -3513.089008,
  "e_lumo_ev": -1.21,
  "homo_ev": -8.7,
  "multiplicity": 1
}

(2)
{
  "formula": "C9H14ClFeI2NOPS",
  "method": "ωB97M-V/def2-TZVPD",
  "symbols": ["I", "I", "Fe", "P", "C", "C", "H", "H", "H", "C", "H", "H", "H", "H", "H", "H", "C", "O", "Cl", "S", "C", "N", "C", "C", "C", "C", "H", "H", "H", "H", "H"],
  "positions_angstrom": [[2.84942, 2.27659, 0.13505], [1.19761, -2.48958, -0.11026], [0.70446, -0.24125, 0.09527], [-0.43153, -0.05778, -2.08308], [0.58678, -0.04463, -3.65732], [-1.48963, -1.49490, -2.48337], [-2.22344, 1.44484, -1.53702], [-1.96970, 1.37816, -3.32773], [-0.85843, 2.32502, -2.29919], [-1.47268, 1.42155, -2.35447], [-2.27608, -1.57256, -1.69349], [-1.95677, -1.38226, -3.47419], [-0.05869, -0.15793, -4.52204], [1.28422, -0.89792, -3.57972], [-0.88227, -2.40967, -2.46282], [1.17727, 0.88723, -3.71414], [1.47346, 1.08513, -1.11604], [2.37638, 1.03225, -1.96555], [-1.62262, -0.28559, 0.52750], [1.47033, -0.29667, 2.20648], [0.13760, 0.23016, 3.11235], [-0.94149, -0.60584, 3.46325], [-2.03228, -0.15642, 4.20366], [-1.98219, 1.13918, 4.71267], [-0.90295, 2.00958, 4.40519], [0.08796, 1.54985, 3.58043], [-1.00889, -1.49477, 2.93392], [-2.84820, -0.92372, 4.28727], [-2.79064, 1.43240, 5.41270], [-0.82806, 2.97040, 4.82569], [0.98365, 2.15596, 3.28980]],
  "forces_ev_per_a": [[0.78, 1.53, 1.00], [0.90, -2.37, -0.37], [-3.14, 1.37, -0.40], [-1.29, -0.11, -2.88], [1.05, 0.04, 1.47], [-0.60, -0.42, 1.30], [0.35, 0.17, -0.63], [0.20, -0.25, 0.09], [-0.09, -0.07, -0.05], [-0.18, -0.02, 1.46], [0.59, -0.05, -0.77], [0.32, 0.23, 0.31], [-0.28, -0.03, 0.11], [-0.20, 0.35, -0.33], [-0.19, 0.23, -0.10], [-0.49, -0.60, -0.36], [5.22, -0.44, -3.17], [-3.78, 0.25, 2.30], [0.67, 0.29, -0.20], [1.04, -0.98, 0.19], [-3.26, 0.08, 1.63], [0.47, 1.37, -0.60], [1.37, -0.56, -0.98], [-0.50, -0.24, 0.57], [-1.12, -2.11, -0.02], [1.95, -0.22, -0.78], [0.04, 0.65, 0.78], [0.86, 1.17, 0.23], [0.64, -0.03, -0.72], [-0.17, 1.09, 0.41], [-1.12, -0.33, 0.50]],
  "energy_ha": -3539.470215,
  "charge": 2,
  "e_lumo_ev": [-9.37, -10.10],
  "homo_ev": [-15.5, -15.6],
  "multiplicity": 6,
  "e_above_lowest_ev": 3.234
}

(3)
{
  "formula": "C9H14IN4",
  "method": "ωB97M-V/def2-TZVPD",
  "symbols": ["C", "C", "C", "C", "C", "C", "C", "C", "C", "N", "N", "N", "N", "I", "H", "H", "H", "H", "H", "H", "H", "H", "H", "H", "H", "H", "H", "H"],
  "positions_angstrom": [[-0.87411, 1.96175, 0.59112], [-0.89453, 2.39858, -0.67234], [-1.01459, -0.65859, -1.62486], [1.92562, -2.09859, -0.48029], [2.34661, -0.81025, -0.29357], [-1.60503, 1.70226, -1.80539], [-2.56276, 0.25380, -0.10080], [-1.45952, 0.55937, 0.89380], [1.64004, 0.14433, 0.70343], [-0.37281, -1.48508, -2.14952], [-1.92092, 0.25405, -1.48645], [-0.69841, -0.60143, 0.75360], [0.58301, -0.61800, 1.44974], [-0.14727, 4.26014, -1.33810], [-0.46799, 2.43843, 1.37087], [2.36134, -2.82048, -1.06986], [1.19387, -2.64886, 0.00230], [3.18925, -0.22214, -0.59623], [-2.60967, 2.05055, -2.02052], [-1.12950, 1.58316, -2.78866], [-3.01307, -0.71803, -0.07982], [-3.44521, 0.79073, -0.19660], [-2.04961, 0.84993, 1.86467], [1.18663, 1.07274, 0.24724], [2.33350, 0.74261, 1.42167], [0.11185, -2.31661, -1.93814], [0.93839, -1.52655, 1.55185], [0.65273, -0.19145, 2.33459]],
  "forces_ev_per_a": [[-0.86, -2.36, -3.75], [-0.45, 0.60, -0.60], [-2.89, 0.06, 1.81], [2.01, 3.56, 0.53], [-1.84, -0.69, 1.87], [-0.51, -2.26, -0.86], [0.90, -1.54, -2.39], [-3.29, 2.51, 0.85], [1.23, 1.35, -0.85], [2.74, -0.70, -4.27], [-0.34, 2.33, 1.71], [1.55, -1.37, 1.90], [-0.03, 2.68, -0.97], [-0.05, -0.36, 0.50], [1.54, 2.02, 2.63], [1.77, -0.82, -1.78], [-2.05, -0.03, 1.45], [0.62, -0.79, -1.26], [0.07, 1.01, 0.21], [0.52, 0.92, 0.48], [0.44, -1.00, 0.90], [-1.17, 2.27, 0.48], [1.44, -1.52, -0.58], [-0.01, -1.48, -0.13], [-0.75, -1.86, -0.68], [0.26, -1.14, 0.95], [0.13, -2.06, -0.10], [-0.95, 0.66, 1.97]],
  "energy_ha": -867.444957,
  "charge": 1,
  "e_lumo_ev": [-3.16, -6.13],
  "homo_ev": [-7.9, -12.6],
  "multiplicity": 3
}

(4)
{
  "formula": "C9H14N",
  "method": "ωB97M-V/def2-TZVPD",
  "symbols": ["C", "N", "C", "C", "C", "C", "C", "C", "C", "C", "H", "H", "H", "H", "H", "H", "H", "H", "H", "H", "H", "H", "H", "H"],
  "positions_angstrom": [[3.84287, 0.14042, 0.24490], [2.45339, 0.64478, -0.04214], [1.44292, -0.43994, -0.16091], [0.01889, 0.05346, -0.03769], [-0.31601, 1.36145, 0.27684], [-1.65584, 1.71762, 0.40533], [-2.64706, 0.76907, 0.19496], [-2.33220, -0.54715, -0.12913], [-3.38937, -1.59322, -0.34561], [-0.98671, -0.89152, -0.24871], [3.80027, -0.70580, 0.91677], [4.42782, 0.92265, 0.70702], [4.29760, -0.17634, -0.68321], [2.49852, 1.18689, -0.90248], [2.16520, 1.26556, 0.71337], [1.56991, -0.93730, -1.11605], [1.62781, -1.18248, 0.60590], [0.43151, 2.13028, 0.41245], [-1.92965, 2.72998, 0.64773], [-3.68628, 1.04354, 0.27695], [-3.53905, -2.19135, 0.54640], [-4.31907, -1.12479, -0.64521], [-3.06142, -2.27322, -1.12389], [-0.71407, -1.90260, -0.51357]],
  "forces_ev_per_a": [[-0.01, -0.07, -0.04], [0.67, -0.47, 0.36], [-0.81, -0.16, -0.22], [-0.14, -0.09, -0.15], [-0.17, -0.05, 0.04], [-0.08, -0.40, -0.19], [0.18, 0.10, 0.08], [0.45, -0.23, 0.01], [0.34, 0.27, -0.17], [-0.02, 0.50, 0.15], [-0.20, -0.08, 0.14], [0.07, 0.25, -0.05], [0.06, -0.01, -0.18], [-0.28, 0.21, 0.02], [-0.06, 0.12, -0.03], [0.27, 0.03, -0.21], [0.30, 0.04, 0.27], [0.05, 0.16, 0.05], [0.01, 0.18, 0.04], [-0.14, 0.13, 0.05], [-0.14, 0.01, 0.24], [-0.23, -0.10, 0.02], [-0.10, -0.13, -0.20], [0.00, -0.19, -0.03]],
  "energy_ha": -405.852883,
  "charge": 1,
  "e_lumo_ev": -3.27,
  "homo_ev": -12.6,
  "multiplicity": 1,
  "e_above_lowest_ev": 0.000
}